Density functional theory data (the ωB97M-V functional and the def2-TZVPD basis) for a molecular structure, Cl6Si3.

Positions of all 9 atoms, in Å:
Si: 0.087589 -1.247862 1.587981
Si: -1.194576 1.513633 -0.632661
Si: -0.291381 -0.694207 -0.842557
Cl: 0.086883 -3.256442 1.276284
Cl: 1.228695 -1.069101 3.203745
Cl: -2.211808 1.342158 -2.359255
Cl: -0.621026 3.469512 -0.424908
Cl: 1.698775 0.894145 0.477469
Cl: 1.216850 -0.951835 -2.286099

Forces on atoms 1 to 3 (eV/Å):
Si 0.213 0.326 -1.133
Si 0.273 -0.505 0.792
Si 1.838 1.999 0.401

Output
Orbital gap (spin up / spin down) = 5.135 / 6.394 eV
HOMO (spin up / spin down) = -7.532 / -9.775 eV
LUMO energy (spin up / spin down) = -2.40 / -3.38 eV
Multiplicity = 3
Energy above the lowest of the compared OMol25 structures with the same formula, charge and spin = 1.975 eV
Largest force on an atom = 2.745 eV Å⁻¹

---

Density functional theory data (the ωB97M-V functional and the def2-TZVPD basis) for a single C3H7ClN2P2 molecule.

Positions of all 15 atoms, in Å:
C: -2.206075 0.434686 1.948746
P: -0.796125 1.339470 1.824102
N: 0.052983 0.427417 0.657008
C: -0.505324 -0.361011 -0.453668
C: 0.835809 -0.823587 -1.130401
N: 1.476777 0.382655 -1.482352
P: 1.479438 1.447777 -0.195131
Cl: 3.053324 0.656576 0.850057
H: -2.901015 0.643146 2.670890
H: -2.352985 -0.474503 1.449641
H: -1.092085 0.059278 -1.272114
H: -0.971672 -1.311423 -0.195786
H: 1.376598 -1.353209 -0.426024
H: 0.700260 -1.672198 -1.891607
H: 1.850090 0.604928 -2.353361

Forces on atoms 1 to 3 (eV/Å):
C 2.668 1.160 -0.575
P -1.304 -1.358 -0.289
N 1.278 2.123 -2.165

Output
Orbital gap = 9.125 eV
HOMO = -8.487 eV
LUMO energy = 0.64 eV
Energy above the lowest of the compared OMol25 structures with the same formula, charge and spin = 0.000 eV
Largest force on an atom = 3.601 eV Å⁻¹

---

Question: The highest energy above the lowest of the compared OMol25 structures with the same formula, charge and spin belongs to which entry?
Answer: Cl6Si3

---

Question: The lowest largest force on an atom belongs to which entry?
Answer: Cl6Si3

---

Question: largest force on an atom of number 2 (C3H7ClN2P2)?
Answer: 3.601 eV Å⁻¹

---

Question: Which value of largest force on an atom does entry 2 give?
Answer: 3.601 eV Å⁻¹